The following is a quantum chemistry calculation of a cluster of 7 separate species, C61H44F15NO16 in total at a distorted geometry, from the OMol25 dataset.

Last column: Löwdin charge in e.
Atoms and positions in Å:
C: 1.825 0.187 -4.792  -0.02
C: 2.332 1.064 -3.937  -0.16
C: 2.347 2.525 -4.299  -0.12
C: 2.036 3.499 -3.176  -0.08
C: 0.754 3.745 -2.671  -0.07
C: -0.432 2.962 -3.217  -0.07
C: -1.344 2.262 -2.187  -0.05
C: -0.871 0.942 -1.604  -0.41
F: -0.280 0.171 -2.537  0.12
F: -1.989 0.253 -1.227  0.10
C: 0.130 1.038 -0.408  -0.33
F: 0.208 2.297 0.068  0.16
F: 1.369 0.720 -0.816  0.16
C: -0.182 0.134 0.817  -0.34
F: 0.714 0.476 1.769  0.16
F: -1.387 0.404 1.343  0.16
C: -0.007 -1.393 0.595  -0.34
F: -0.454 -1.810 -0.596  0.17
F: 1.304 -1.691 0.652  0.16
C: -0.731 -2.235 1.689  -0.35
F: -0.567 -1.709 2.906  0.17
F: -2.030 -2.232 1.342  0.16
C: -0.258 -3.713 1.776  -0.55
F: 0.887 -3.845 2.433  0.19
F: -0.154 -4.292 0.586  0.20
F: -1.197 -4.373 2.467  0.18
C: 0.601 4.725 -1.691  -0.06
C: -0.785 5.062 -1.180  -0.17
O: -1.043 6.454 -1.235  -0.13
C: -2.171 6.753 -0.421  -0.21
C: -3.487 6.116 -0.921  -0.20
C: -4.242 5.475 0.260  -0.10
C: 1.671 5.413 -1.158  -0.08
C: 1.504 6.442 -0.047  0.00
C: 1.693 7.861 -0.523  -0.45
O: 1.820 8.801 0.194  0.17
F: 1.721 8.017 -1.859  0.12
C: 2.934 5.173 -1.638  -0.02
C: 3.067 4.227 -2.644  -0.02
C: 4.529 4.218 -2.991  -0.29
O: 5.176 3.539 -3.739  0.15
N: 5.164 5.208 -2.165  0.06
F: 5.902 6.145 -2.858  0.05
C: 4.233 5.813 -1.279  -0.30
O: 4.447 6.656 -0.455  0.17
H: 1.338 0.535 -5.693  0.06
H: 1.833 -0.882 -4.622  0.07
H: 2.760 0.683 -3.018  0.11
H: 1.682 2.720 -5.143  0.13
H: 3.345 2.755 -4.668  0.11
H: -1.034 3.650 -3.817  0.14
H: -0.077 2.213 -3.921  0.10
H: -2.271 2.008 -2.704  0.14
H: -1.630 2.885 -1.348  0.10
H: -1.474 4.614 -1.888  0.09
H: -0.956 4.655 -0.175  0.14
H: -2.290 7.836 -0.455  0.13
H: -1.952 6.503 0.626  0.12
H: -3.318 5.417 -1.737  0.10
H: -4.117 6.918 -1.306  0.11
H: -5.293 5.320 0.045  0.04
H: -3.725 4.552 0.535  0.07
H: -4.125 6.147 1.114  0.07
H: 0.553 6.329 0.459  0.12
H: 2.303 6.267 0.671  0.14
C: -0.961 -2.077 8.612  0.02
C: -1.532 -3.244 8.325  0.02
C: -1.934 -3.585 6.937  -0.38
O: -2.455 -4.647 6.675  0.11
C: -1.673 -2.574 5.883  0.02
C: -1.103 -1.407 6.169  0.02
C: -0.701 -1.066 7.557  -0.39
O: -0.180 -0.004 7.818  0.11
H: -0.662 -1.809 9.617  0.12
H: -1.729 -3.995 9.080  0.12
H: -1.972 -2.841 4.877  0.11
H: -0.905 -0.656 5.414  0.12
C: -8.476 4.454 0.064  0.02
C: -9.623 4.107 0.638  0.02
C: -9.953 2.683 0.906  -0.37
O: -11.002 2.373 1.428  0.11
C: -8.955 1.651 0.511  0.03
C: -7.791 2.005 -0.073  0.03
C: -7.475 3.435 -0.334  -0.36
O: -6.425 3.757 -0.858  0.07
H: -8.220 5.487 -0.139  0.12
H: -10.365 4.837 0.937  0.12
H: -9.228 0.639 0.718  0.11
H: -7.045 1.302 -0.376  0.10
C: 4.836 -4.043 2.486  0.03
C: 4.222 -3.772 1.338  0.02
C: 4.798 -2.814 0.365  -0.39
O: 4.229 -2.566 -0.676  0.10
C: 6.088 -2.169 0.717  0.02
C: 6.704 -2.442 1.864  0.02
C: 6.126 -3.401 2.839  -0.38
O: 6.687 -3.653 3.884  0.10
H: 4.429 -4.737 3.212  0.10
H: 3.281 -4.230 1.062  0.11
H: 6.490 -1.473 -0.007  0.12
H: 7.645 -1.984 2.141  0.12
C: 5.457 -7.427 4.643  0.02
C: 6.192 -8.532 4.562  0.03
C: 5.562 -9.877 4.559  -0.39
O: 6.230 -10.885 4.487  0.11
C: 4.081 -9.939 4.648  0.02
C: 3.346 -8.832 4.729  0.02
C: 3.977 -7.490 4.732  -0.38
O: 3.308 -6.480 4.804  0.09
H: 5.898 -6.436 4.648  0.11
H: 7.272 -8.507 4.496  0.12
H: 3.641 -10.928 4.643  0.12
H: 2.266 -8.856 4.795  0.12
C: -5.734 -1.106 0.056  0.05
C: -5.095 -2.265 -0.075  0.03
C: -5.832 -3.553 -0.095  -0.38
O: -5.251 -4.609 -0.212  0.12
C: -7.311 -3.495 0.035  0.03
C: -7.949 -2.334 0.166  0.04
C: -7.210 -1.047 0.186  -0.28
O: -7.795 0.022 0.304  -0.08
H: -5.211 -0.157 0.072  0.12
H: -4.020 -2.321 -0.174  0.11
H: -7.831 -4.444 0.018  0.13
H: -9.025 -2.272 0.263  0.13
C: 5.435 -1.013 -7.471  0.03
C: 6.335 -1.983 -7.609  0.02
C: 5.934 -3.412 -7.606  -0.39
O: 6.753 -4.296 -7.730  0.11
C: 4.490 -3.717 -7.444  0.02
C: 3.591 -2.747 -7.306  0.02
C: 3.993 -1.319 -7.309  -0.38
O: 3.173 -0.434 -7.184  0.09
H: 5.707 0.035 -7.469  0.12
H: 7.392 -1.781 -7.729  0.12
H: 4.218 -4.765 -7.445  0.12
H: 2.534 -2.948 -7.185  0.12

Cartesian forces, eV/Å:
C -0.306 0.089 0.181
C -0.412 -0.402 -0.538
C 0.149 0.285 0.301
C 0.032 -0.691 -0.481
C 0.089 -0.418 -0.145
C 0.278 0.118 0.310
C -0.055 -0.155 -0.323
C 0.002 0.157 -0.714
F 0.047 -0.034 -0.185
F -0.039 0.073 0.541
C 0.011 -0.259 0.250
F -0.431 0.171 0.023
F 0.068 -0.165 -0.161
C 0.435 0.159 0.504
F 0.186 -0.027 -0.061
F -0.339 0.049 -0.381
C 0.345 -0.652 0.379
F -0.179 0.274 -0.125
F 0.185 0.126 0.066
C 0.291 0.043 -0.787
F -0.116 0.205 0.143
F -0.268 -0.117 0.368
C -0.475 -0.669 0.297
F 0.130 0.296 -0.146
F 0.113 0.256 -0.125
F -0.005 0.045 0.060
C -0.858 0.171 0.299
C 0.013 0.226 -1.140
O 0.233 -0.141 0.494
C -0.234 0.430 -0.597
C -0.373 0.368 0.857
C 0.836 0.403 -0.183
C 0.146 1.064 1.269
C 0.512 -0.702 -0.737
C -0.129 0.751 1.010
O -0.146 -0.419 -0.505
F 0.010 -0.193 0.013
C -0.575 -0.618 -0.104
C 1.801 0.632 0.351
C 0.429 -0.293 -0.611
O -0.400 0.327 -0.008
N -0.213 0.245 0.609
F 0.383 -0.325 0.059
C -0.810 -0.009 -0.399
O 0.252 -0.085 -0.415
H 0.079 -0.115 -0.131
H 0.044 0.010 0.086
H 0.234 0.395 0.101
H -0.136 -0.187 0.025
H 0.016 0.055 0.041
H -0.190 -0.020 0.144
H 0.023 -0.065 0.063
H -0.010 -0.093 0.008
H -0.010 -0.023 -0.006
H -0.221 -0.111 0.337
H 0.007 0.050 0.036
H 0.209 0.027 -0.003
H -0.042 -0.283 -0.054
H -0.011 -0.043 0.020
H 0.069 -0.038 -0.247
H 0.176 -0.175 0.076
H -0.350 -0.190 0.056
H -0.256 -0.014 0.070
H -0.037 0.272 0.048
H -0.053 0.173 0.173
C -0.028 -0.070 0.020
C 0.032 0.054 0.042
C -0.013 -0.048 -0.005
O -0.007 0.005 -0.003
C 0.018 0.063 -0.024
C -0.032 -0.049 -0.055
C 0.031 0.046 0.018
O -0.009 -0.002 -0.004
H 0.017 0.037 -0.015
H -0.016 -0.026 -0.030
H -0.016 -0.049 0.018
H 0.022 0.023 0.028
C 0.094 0.177 -0.026
C -0.145 0.112 0.057
C 0.334 0.223 -0.186
O -0.040 -0.030 0.027
C -1.366 3.075 0.169
C -0.730 3.223 -0.381
C -0.440 -0.100 0.034
O -0.138 -0.151 -0.150
H 0.010 0.010 0.001
H -0.016 -0.003 0.007
H -1.245 0.967 0.264
H 0.366 1.492 -0.528
C -0.075 -0.079 0.007
C 0.002 -0.059 0.087
C -0.064 0.029 -0.035
O 0.018 0.048 -0.067
C 0.057 0.002 0.039
C -0.010 0.041 -0.048
C 0.013 0.010 0.029
O 0.021 -0.050 -0.023
H -0.022 0.022 0.053
H 0.000 0.019 -0.029
H -0.030 -0.007 -0.022
H -0.001 -0.018 0.034
C 0.095 0.057 -0.020
C -0.030 0.052 -0.004
C 0.038 -0.038 0.001
O -0.008 0.001 -0.003
C -0.063 0.036 0.003
C -0.008 -0.066 0.009
C 0.000 0.006 0.026
O 0.004 0.028 -0.081
H -0.030 0.014 0.020
H 0.001 -0.037 0.003
H 0.038 -0.017 -0.003
H 0.000 0.041 0.002
C -0.038 0.076 0.111
C 0.021 0.118 -0.011
C -0.002 -0.066 0.011
O -0.012 0.030 -0.006
C -0.074 0.028 0.012
C 0.037 0.039 -0.153
C -0.011 -0.251 0.100
O 3.105 -9.089 0.487
H 0.048 -0.014 0.003
H 0.033 -0.055 -0.032
H 0.035 -0.019 0.017
H -0.004 0.009 0.004
C 0.072 -0.014 -0.002
C -0.027 0.067 0.005
C 0.044 -0.031 -0.003
O -0.007 0.000 -0.002
C -0.073 0.018 0.012
C 0.018 -0.063 0.002
C -0.001 0.051 0.011
O 0.053 -0.057 -0.195
H -0.040 0.010 0.013
H 0.008 -0.041 0.000
H 0.042 -0.011 -0.003
H -0.007 0.038 0.000

Properties
Net charge: 0
Structure (SMILES): C=CCc1c(CCC(F)(F)C(F)(F)C(F)(F)C(F)(F)C(F)(F)C(F)(F)F)c(COCCC)c(CC(=O)F)c2c1C(=O)N(F)C2=O.O=C1C=CC(=O)C=C1.O=C1C=CC(=O)C=C1.O=C1C=CC(=O)C=C1.O=C1C=CC(=O)C=C1.O=C1C=CC(=O)C=C1.O=C1C=CC(=O)C=C1
DFT total energy (Ha): -5107.087252
Strongest force on any atom (eV/A): 9.62
HOMO-LUMO gap (Ha): 0.2758
Lowest unoccupied orbital energy (eV): -2.18
2S+1: 1